Record 1
{"formula": "C18H29NO12", "method": "the ωB97M-V functional and the def2-TZVPD basis", "charge": 0, "homo_energy_ev": -9.240, "smiles": "NC[C@H](O)CC1=CC(=O)C=CC1=O.COC(=O)OC.COC(=O)OC.COC(=O)OC", "e_lumo_ha": -0.0363, "homo_lumo_gap_ev": 8.25, "species": ["N", "C", "C", "O", "C", "C", "C", "C", "O", "C", "C", "C", "O", "H", "H", "H", "H", "H", "H", "H", "H", "H", "H", "H", "C", "O", "C", "O", "O", "C", "H", "H", "H", "H", "H", "H", "C", "O", "C", "O", "O", "C", "H", "H", "H", "H", "H", "H", "C", "O", "C", "O", "O", "C", "H", "H", "H", "H", "H", "H"], "coordinates": [[-2.53610, 5.56487, -4.33405], [-3.32679, 5.36485, -3.13209], [-2.71726, 5.83381, -1.79942], [-2.90400, 7.24240, -1.63519], [-1.21536, 5.55977, -1.67548], [-0.85034, 4.92188, -0.36205], [-0.10694, 3.81342, -0.26983], [0.18662, 3.25305, 1.06844], [1.23396, 2.69453, 1.33241], [-0.88682, 3.45551, 2.08312], [-1.62186, 4.56543, 2.01603], [-1.31569, 5.53978, 0.92456], [-1.36801, 6.73681, 1.09257], [-2.10309, 6.47821, -4.34738], [-1.83160, 4.85098, -4.44714], [-4.26072, 5.92110, -3.24880], [-3.58758, 4.30867, -3.04801], [-3.25232, 5.30982, -0.99652], [-3.80083, 7.40215, -1.32558], [-0.91047, 4.84573, -2.44106], [-0.66875, 6.49393, -1.79981], [0.27621, 3.31487, -1.15036], [-1.02652, 2.69383, 2.83932], [-2.41077, 4.79639, 2.71978], [0.58991, -4.51594, 1.54986], [1.27005, -3.50195, 2.29756], [1.03916, -2.26147, 1.88027], [0.32444, -1.95154, 0.95827], [1.71264, -1.41894, 2.66143], [1.61384, -0.03931, 2.26699], [0.87168, -5.46359, 2.00001], [-0.48803, -4.38155, 1.61587], [0.90168, -4.49719, 0.50756], [0.57947, 0.28782, 2.25548], [2.05710, 0.09693, 1.28451], [2.17135, 0.53456, 2.99870], [2.75378, -9.00495, 4.41270], [1.47185, -9.63981, 4.38508], [0.67184, -9.21687, 3.41004], [0.94304, -8.37902, 2.58937], [-0.47967, -9.87914, 3.49631], [-1.44128, -9.52133, 2.50043], [3.28643, -9.44680, 5.24898], [3.29452, -9.19348, 3.48756], [2.64746, -7.93299, 4.56615], [-1.05723, -9.72997, 1.50394], [-1.70367, -8.46832, 2.58174], [-2.31487, -10.13541, 2.69587], [2.35542, 2.88246, -5.08943], [2.68981, 1.79448, -4.22389], [1.69781, 1.39427, -3.43315], [0.58724, 1.86795, -3.40900], [2.13635, 0.39136, -2.68358], [1.16197, -0.16057, -1.78505], [3.25203, 3.09237, -5.66408], [1.54347, 2.60505, -5.75898], [2.07392, 3.76055, -4.51084], [0.32179, -0.57443, -2.33873], [0.81108, 0.59634, -1.08725], [1.65868, -0.95134, -1.23411]]}

Record 2
{"formula": "C18H29NO5Sb2Tl", "method": "the ωB97M-V functional and the def2-TZVPD basis", "charge": -1, "homo_energy_ev": -5.226, "de_lowest_kcal_mol": 15.26, "e_lumo_ha": 0.0935, "homo_lumo_gap_ev": 7.77, "species": ["Tl", "O", "C", "C", "N", "C", "C", "O", "O", "C", "C", "O", "O", "H", "H", "H", "H", "H", "H", "H", "H", "H", "C", "Sb", "C", "C", "C", "C", "C", "C", "C", "C", "C", "Sb", "C", "C", "H", "H", "H", "H", "H", "H", "H", "H", "H", "H", "H", "H", "H", "H", "H", "H", "H", "H", "H", "H"], "coordinates": [[1.49250, 2.10296, 1.91979], [3.80604, 1.90146, -0.09664], [3.99536, 3.13358, -0.76557], [3.14697, 4.27213, -0.20820], [1.72194, 3.95179, -0.09247], [1.13274, 3.55983, -1.37602], [0.87393, 2.04877, -1.56569], [0.14737, 1.75067, -2.52274], [1.44221, 1.24871, -0.75586], [1.02561, 5.10486, 0.49960], [1.45901, 5.40931, 1.95498], [1.65746, 6.58786, 2.24763], [1.53739, 4.39007, 2.71330], [2.94469, 1.53587, -0.42633], [5.04414, 3.41068, -0.64613], [3.80576, 3.00570, -1.83728], [3.50578, 4.53235, 0.79069], [3.29714, 5.15193, -0.85562], [0.17192, 4.05364, -1.51435], [1.76312, 3.87762, -2.21355], [1.18664, 6.00621, -0.10300], [-0.04625, 4.89320, 0.53314], [-3.86105, 0.89693, -1.21665], [-2.01038, -0.23487, -1.46568], [-1.49750, 0.14358, 0.59212], [-3.06547, -2.18082, -1.04138], [-2.73904, -2.76607, 0.28575], [-3.50129, -2.38817, 1.39562], [-3.20325, -2.81512, 2.67868], [-2.12288, -3.66220, 2.87809], [-1.38300, -4.08207, 1.78463], [-1.66821, -3.66083, 0.48373], [-0.84494, -4.20116, -0.64102], [0.77903, -2.86370, -1.29472], [1.96520, -4.52575, -2.04793], [1.76396, -2.94728, 0.62497], [-4.46566, 0.85611, -2.12365], [-3.60955, 1.93936, -1.01458], [-4.43211, 0.49570, -0.37801], [-2.37794, 0.05210, 1.22655], [-1.09579, 1.15565, 0.65776], [-0.73839, -0.56559, 0.92514], [-2.81476, -2.84272, -1.87035], [-4.12420, -1.92742, -1.10849], [-4.34340, -1.72253, 1.23626], [-3.81080, -2.49239, 3.51529], [-1.86990, -4.00744, 3.87302], [-0.56246, -4.77583, 1.93685], [-1.44618, -4.39394, -1.53159], [-0.36188, -5.13296, -0.34494], [1.96569, -5.35612, -1.34089], [2.99010, -4.17961, -2.19200], [1.57815, -4.86505, -3.00964], [1.87477, -3.98779, 0.93159], [1.17626, -2.41174, 1.37084], [2.74540, -2.47948, 0.54490]]}

Record 3
{"formula": "C18H30BIN3O3P2", "method": "the ωB97M-V functional and the def2-TZVPD basis", "charge": 1, "homo_energy_ev": -7.479, "de_lowest_kcal_mol": 0.00, "e_lumo_ha": -0.2186, "homo_lumo_gap_ev": 1.53, "species": ["C", "C", "C", "I", "C", "O", "B", "O", "C", "P", "N", "P", "C", "O", "H", "H", "H", "H", "H", "H", "H", "H", "H", "H", "H", "H", "H", "H", "H", "H", "C", "N", "C", "C", "C", "C", "C", "C", "C", "C", "N", "C", "C", "C", "H", "H", "H", "H", "H", "H", "H", "H", "H", "H", "H", "H", "H", "H"], "coordinates": [[1.45042, -0.79480, -5.34530], [0.35922, 0.19575, -5.00295], [-0.56456, -0.33012, -3.91756], [-0.09233, 0.70937, -2.03989], [-2.06113, -0.15440, -4.17797], [-2.31546, -0.44923, -5.48319], [-2.43521, -1.96401, -5.58238], [-3.00056, -2.30940, -4.23343], [-2.98674, -1.17048, -3.44946], [-2.68709, -1.68439, -1.69637], [-3.49089, -0.86599, -0.58656], [-4.74248, -0.41013, -3.40900], [-5.74078, -1.90867, -3.04197], [-5.07643, -0.08274, -4.99249], [2.07766, -0.40655, -6.13253], [0.99488, -1.69421, -5.73806], [2.05210, -1.04224, -4.48041], [0.85316, 1.09124, -4.65090], [-0.17513, 0.48087, -5.89543], [-0.32172, -1.36933, -3.74931], [-2.29270, 0.87954, -3.92863], [-1.31049, -2.43243, -5.75507], [-3.18011, -2.17706, -6.51669], [-1.29995, -1.61943, -1.44905], [-3.04474, -3.04342, -1.66679], [-4.08805, -1.52166, -0.09346], [-5.33244, -2.78224, -3.53490], [-5.82841, -2.04193, -1.97651], [-6.72777, -1.72913, -3.44490], [-6.01902, -0.26098, -5.14782], [-1.52139, 0.24009, 1.22095], [-0.33408, 0.45910, 2.09198], [0.83396, 0.85524, 1.54554], [1.93126, 1.10003, 2.33297], [1.84665, 0.94327, 3.71411], [0.63282, 0.51389, 4.24925], [-0.43564, 0.27878, 3.41914], [2.99487, 1.24140, 4.59062], [2.88102, 2.16899, 5.62742], [3.94857, 2.40715, 6.45617], [5.11136, 1.75312, 6.28665], [5.25737, 0.86701, 5.28336], [4.22328, 0.59760, 4.42600], [6.24464, 1.98424, 7.20967], [-1.26412, -0.49715, 0.46652], [-1.79086, 1.17942, 0.74568], [-2.34768, -0.11619, 1.82627], [0.86010, 0.98290, 0.47114], [2.84434, 1.43260, 1.85926], [0.51272, 0.35461, 5.31156], [-1.39061, -0.05197, 3.79790], [1.96286, 2.71524, 5.79025], [3.89495, 3.11676, 7.26779], [6.21778, 0.37947, 5.19957], [4.37302, -0.13124, 3.64191], [7.10684, 2.30472, 6.63122], [6.45862, 1.05554, 7.73230], [5.97412, 2.75354, 7.92376]]}

Record 4
{"formula": "C18H30Br4EuN4O2S3", "method": "the ωB97M-V functional and the def2-TZVPD basis", "charge": 0, "spin_multiplicity": 8, "homo_energy_ev": [-5.874, -6.498], "de_lowest_kcal_mol": 0.00, "e_lumo_ha": [-0.0018, -0.0020], "homo_lumo_gap_ev": [5.82, 6.44], "species": ["Eu", "N", "C", "C", "N", "C", "C", "N", "C", "C", "N", "H", "H", "H", "H", "H", "H", "H", "H", "H", "H", "H", "H", "H", "H", "H", "H", "H", "H", "C", "C", "S", "C", "C", "S", "C", "C", "S", "H", "H", "H", "H", "H", "H", "H", "H", "H", "H", "H", "H", "Br", "C", "C", "Br", "C", "Br", "C", "O", "C", "O", "C", "Br"], "coordinates": [[-0.34418, -0.31934, -0.17683], [-1.52654, -1.74596, -2.30168], [-1.10411, -1.00703, -3.49649], [-1.65771, 0.40811, -3.44652], [-1.36579, 1.13722, -2.20587], [-0.28969, 2.12225, -2.38505], [1.01942, 1.52601, -2.88005], [1.51021, 0.45098, -2.01085], [-2.55804, 1.79817, -1.65707], [-3.64312, 0.85732, -1.16217], [-3.17892, -0.04491, -0.10271], [-1.22535, -2.71132, -2.35847], [-2.53787, -1.75952, -2.23657], [-1.43490, -1.47315, -4.43269], [-0.01410, -0.98765, -3.50776], [-2.74257, 0.35046, -3.56616], [-1.30042, 0.97694, -4.31443], [-0.12963, 2.62383, -1.42549], [-0.60270, 2.89255, -3.10821], [1.73040, 2.35297, -2.97904], [0.88389, 1.12085, -3.88538], [1.92148, 0.83112, -1.15610], [2.24934, -0.06464, -2.46915], [-2.99702, 2.48002, -2.40362], [-2.23217, 2.40641, -0.81140], [-4.03663, 0.24992, -1.98214], [-4.47519, 1.49228, -0.83752], [-3.90703, -0.70986, 0.12314], [-2.96899, 0.49507, 0.73476], [3.26035, -3.30405, 0.15249], [2.25516, -4.06016, -0.73718], [0.50998, -3.74264, -0.50319], [0.16825, -4.46356, 1.10478], [0.68040, -3.71185, 2.33676], [0.15195, -1.99983, 2.41704], [1.64149, -1.17804, 2.99276], [2.94538, -1.39317, 2.19919], [2.85948, -1.56944, 0.40148], [4.24158, -3.39711, -0.31763], [3.34503, -3.79838, 1.11958], [2.44133, -5.13468, -0.66281], [2.42710, -3.80116, -1.78499], [0.54010, -5.49125, 1.12692], [-0.92113, -4.54028, 1.14595], [1.76715, -3.72686, 2.35560], [0.34397, -4.25106, 3.22438], [1.82964, -1.45648, 4.03174], [1.37920, -0.12241, 2.98037], [3.48008, -2.26639, 2.57632], [3.58052, -0.53294, 2.40965], [-0.40235, 6.10558, 3.10873], [0.21116, 4.46101, 2.42196], [1.56132, 4.19744, 2.30161], [2.85055, 5.46213, 2.83449], [1.97561, 2.96389, 1.76494], [3.79663, 2.53024, 1.49924], [1.07263, 1.98908, 1.34868], [1.40699, 0.85797, 0.79433], [-0.33446, 2.24107, 1.52706], [-1.15382, 1.29300, 1.15811], [-0.72097, 3.48124, 2.02420], [-2.59038, 3.76051, 2.14205]]}

Number 3 is which compound? C18H30BIN3O3P2